(1)
The following is a DFT calculation (the ωB97M-V functional and the def2-TZVPD basis) of an isolated ion of composition C4H8N3 and charge +1.

Structure (XYZ):
```
15
Properties=species:S:1:pos:R:3:forces:R:3:lowdin_charge:R:1
N 1.428683 0.689209 -0.318784 -2.41 0.52 -1.37 0.0071
N -1.321906 1.547892 -0.088789 0.36 -4.06 -0.79 0.2109
N -2.135528 -0.556836 0.219488 1.18 -1.55 -0.83 0.2119
C 0.569792 -1.581837 -0.043767 3.45 -0.92 -1.06 0.1014
C -1.117822 0.191694 -0.114045 3.99 4.10 2.05 -0.2042
C 0.470674 -0.270970 -0.068786 -3.80 0.36 -0.28 -0.2705
C 2.576957 0.665988 0.154059 0.41 -0.07 2.48 0.0284
H -0.269561 -2.204626 -0.238652 -0.26 -0.67 0.35 0.0570
H 2.718059 -0.017454 1.037324 0.89 0.49 -0.98 0.1203
H -0.514583 2.141869 -0.214216 -0.40 0.40 -0.36 0.1223
H 3.228844 1.495935 -0.122669 0.37 -0.60 0.08 0.0997
H -1.943832 -1.549494 0.248013 -0.51 -0.02 0.08 0.1231
H 1.636335 -2.011733 -0.181210 -2.10 0.39 0.48 0.1324
H -3.018078 -0.265853 -0.118975 -1.25 0.05 0.07 0.1332
H -2.308029 1.726222 -0.148995 0.08 1.57 0.10 0.1271
```
Positions in Å, forces in eV/Å.

Computed properties:
**SMILES**: C=NC(=C)C(N)=[NH2+]
**Total charge**: +1
**M**: 98.1 g/mol
**HOMO**: -13.94 eV
**Orbital gap**: 9.6 eV
**E_tot**: -321.17606 Eh

(2)
The following is a DFT calculation (the ωB97M-V functional and the def2-TZVPD basis) of an isolated ion of composition C4H8N3 and charge +1.

Structure (XYZ):
```
15
Properties=species:S:1:pos:R:3:forces:R:3:lowdin_charge:R:1
N 1.989692 -0.686874 0.159717 -0.55 -2.01 2.05 -0.0447
N 2.072955 0.556736 0.276978 0.39 1.69 -1.19 0.0688
N -0.220432 1.206023 0.400820 0.84 1.79 1.67 0.1151
C 1.221612 1.494460 0.420840 -0.99 -0.74 -0.37 -0.0811
C 1.797722 -1.606383 -0.699705 1.55 0.58 0.11 0.0198
C -2.235903 -0.130172 0.117547 -0.07 -1.07 -3.38 -0.0119
C -0.741593 0.083064 0.081345 -2.27 -0.66 0.31 -0.0296
H -2.911997 0.586234 -0.359198 0.77 0.82 0.26 0.1037
H -2.555578 -1.030035 -0.486043 0.99 0.54 0.62 0.1163
H 1.419254 2.580204 0.437710 0.38 -1.00 0.29 0.1402
H -0.769974 1.980649 0.916633 0.50 -1.58 -1.64 0.2222
H -2.633990 -0.334835 1.041738 -0.53 -0.31 2.64 0.0636
H 1.738975 -1.201216 -1.684454 -0.24 -0.59 -1.26 0.0848
H 1.945347 -2.702766 -0.482759 -0.42 1.51 0.06 0.1213
H -0.116093 -0.795093 -0.141168 -0.35 1.05 -0.18 0.1114
```
Positions in Å, forces in eV/Å.

Computed properties:
**SMILES**: C=N/N=C\[NH+]=C\C
**Total charge**: +1
**M**: 98.1 g/mol
**HOMO**: -13.75 eV
**Orbital gap**: 8.5 eV
**E_tot**: -321.09796 Eh

(3)
The following is a DFT calculation (the ωB97M-V functional and the def2-TZVPD basis) of an isolated ion of composition C4H8N3 and charge +1.

Structure (XYZ):
```
15
Properties=species:S:1:pos:R:3:forces:R:3:lowdin_charge:R:1
N -0.409344 -1.479001 -0.001989 1.21 0.27 0.20 0.1249
N 0.774325 1.043351 -0.150399 -0.24 0.43 -0.25 0.0576
N 2.854669 -0.144945 -0.045191 -0.05 -0.69 0.11 0.2018
C -1.265864 -0.339758 -0.257312 -0.59 1.07 -0.35 -0.1073
C -0.617480 0.953085 0.255660 -0.21 -0.20 0.31 -0.1376
C 0.865313 -1.323599 0.126668 0.12 -0.59 -0.05 0.1117
C 1.593983 -0.025704 -0.002140 -0.38 0.00 -0.10 -0.4108
H 1.514874 -2.179435 0.276297 -0.15 -0.09 0.06 0.1583
H -1.446529 -0.285508 -1.337218 0.04 -0.05 0.14 0.1484
H -1.155794 1.810324 -0.153406 0.01 -0.19 0.06 0.1398
H 3.402185 0.697260 -0.189149 -0.17 0.22 -0.01 0.0854
H -0.841893 -2.399597 0.029719 0.29 0.00 0.04 0.1903
H 1.176948 1.967766 -0.210882 0.06 -0.15 0.02 0.1589
H -2.226035 -0.494797 0.237395 0.12 -0.04 -0.02 0.1434
H -0.703780 0.987528 1.351150 -0.06 0.01 -0.15 0.1352
```
Positions in Å, forces in eV/Å.

Computed properties:
**SMILES**: [H]/N=C1/C=[NH+]CCN1
**Total charge**: +1
**M**: 98.1 g/mol
**HOMO**: -13.93 eV
**Orbital gap**: 8.5 eV
**E_tot**: -321.22102 Eh

The following energy relative to the best compared isomer or geometry (same formula, charge and spin) values (in kJ/mol) correspond, in order, to the records above: 302.58; 507.62; 184.53.